Below is a cluster of 2 separate species, C2H9N4 in total at a distorted geometry, with properties calculated with ωB97M-V/def2-TZVPD.

Geometry as XYZ:
```
15
Properties=species:S:1:pos:R:3:forces:R:3:lowdin_charge:R:1
N 0.9853 -0.8157 -0.0586 -0.8 -2.8 -1.4 -0.028
N 1.4087 1.4844 0.1980 -0.6 2.6 0.3 -0.020
N 0.1837 1.6601 0.2272 1.4 2.7 -0.3 0.048
N -2.0471 0.4235 0.4834 -2.9 -0.1 1.3 0.290
C 1.9718 0.2330 0.1260 0.1 -3.4 -0.3 -0.279
C 1.1938 -1.8585 -0.8106 0.7 2.6 0.5 0.008
H -2.6688 0.8214 1.2182 0.3 -0.5 -0.7 0.172
H 2.0702 -2.0383 -1.4150 1.1 0.6 0.2 0.073
H 2.5160 -0.0042 1.0458 0.0 0.5 0.2 0.148
H -1.8729 -0.5406 0.6605 1.0 -0.9 0.9 0.123
H 0.5295 -2.6437 -1.1151 -1.3 0.0 1.0 0.064
H -1.2300 1.0247 0.3752 2.0 -0.1 -0.2 -0.001
H 2.7367 0.2538 -0.6454 0.2 0.2 -0.3 0.133
H 0.0816 2.7460 0.2213 0.0 -1.9 0.2 0.139
H -2.5176 0.3514 -0.3852 -1.0 0.6 -1.2 0.129
```
Positions in Å, forces in eV/Å.

The energy comes out at -8171.1872 eV. The gap between HOMO and LUMO is 0.363 hartree. The calculation puts the relative energy (zero: lowest compared OMol25 entry of this formula, charge and spin) at 3.6392 eV. The charge is +1. The LUMO energy is -3.567 eV.

Below is a structure of composition C30H40Cl2FeN2O3P at a distorted geometry, with properties calculated with ωB97M-V/def2-TZVPD.

Geometry as XYZ:
```
79
Properties=species:S:1:pos:R:3:forces:R:3:mulliken_spin:R:1
Fe -0.4975 0.5016 0.2159 -0.8 -0.6 0.9 3.704
Cl 0.9879 2.1037 0.2775 1.2 1.1 -0.2 0.098
Cl -0.7945 -0.7550 -1.5157 0.0 -0.9 -1.6 0.117
P 0.0339 -0.2088 2.6493 -0.1 0.4 -0.3 -0.016
O -0.1427 0.2974 -4.4737 -0.6 0.5 -1.9 0.001
O -1.3135 -2.6015 1.0676 0.5 -1.6 -1.0 0.013
O 2.2154 -1.6765 -0.2432 1.6 1.0 -0.1 0.007
N 3.3658 0.0878 -1.1773 0.3 -0.1 0.1 0.002
N -1.6102 -4.5726 -0.0507 -0.3 -0.6 0.0 0.000
C -0.1631 3.6745 -8.3107 -0.1 -0.4 0.3 0.000
C 4.3180 1.1680 -0.9702 -0.1 -0.3 -0.1 0.000
C -2.5476 -5.0962 0.9278 0.0 -0.1 -0.2 0.000
C -0.9973 -3.3901 0.1646 -0.1 1.6 0.8 -0.002
C -0.5914 3.9209 4.6624 0.2 -0.2 0.0 0.001
C 3.5852 -0.9463 4.6488 0.1 0.0 -0.1 -0.002
C 0.5925 2.3748 -6.4032 -0.2 0.1 -0.2 0.000
C 2.4201 -0.3179 4.2020 0.2 -0.3 -0.2 0.002
C 2.0740 -2.1188 2.6375 -0.3 0.1 0.0 0.008
C 3.1191 -0.8272 -0.2119 -1.2 -0.6 0.0 -0.003
C -4.3782 0.9194 2.2092 -0.6 -0.2 -0.3 0.015
C -1.0521 -1.3323 3.6073 -0.1 -0.2 0.4 0.021
C 0.5862 3.6781 3.9480 -0.2 -0.3 0.0 -0.003
C -1.2437 1.6077 4.3766 0.3 0.2 0.0 -0.005
C -1.2652 2.8195 -8.4548 0.3 0.1 0.1 0.000
C -0.5322 1.5417 -6.5271 0.4 0.4 0.1 0.000
C 0.7703 3.4394 -7.2893 -0.2 -0.2 -0.1 0.000
C -1.2946 -5.3921 -1.2089 0.2 0.1 0.3 -0.001
C -0.1118 1.3782 3.5827 0.3 -0.2 0.3 -0.011
C -1.4704 2.8726 4.9200 -0.1 -0.1 0.0 0.000
C 3.2048 -2.7707 3.1211 0.2 0.2 0.1 -0.001
C -0.7722 0.4690 -5.5057 0.5 -0.5 1.0 0.001
C -1.4443 1.7538 -7.5709 0.3 0.0 0.2 0.000
C 2.6594 0.0435 -2.4453 -0.1 0.2 -0.1 0.002
C -2.8317 2.1691 -0.3865 -0.5 0.9 1.0 -0.022
C -3.1934 0.3888 1.4303 -0.8 0.4 0.2 0.045
C 1.6636 -0.8781 3.1590 0.3 -0.3 0.9 -0.007
C 3.9944 -2.1655 4.1046 -0.3 0.1 0.0 0.003
C -2.4523 1.0672 0.5573 1.1 -1.1 -1.2 0.031
C 0.8438 2.4056 3.4335 -0.4 0.2 0.1 -0.012
H -3.4322 -5.4995 0.4237 0.0 0.2 0.0 0.000
H -2.1103 -5.9266 1.5015 0.1 0.2 0.0 0.000
H 4.8389 0.9942 -0.0194 -0.1 0.2 -0.3 0.000
H -0.8784 -2.3580 3.2635 0.1 0.3 0.1 -0.002
H 4.1759 -0.4741 5.4333 -0.1 -0.1 -0.1 0.000
H 3.4818 -3.7488 2.7198 -0.1 0.3 0.1 0.000
H 5.0484 1.1759 -1.7941 -0.1 0.0 0.2 0.000
H -1.6180 -0.2102 -5.7590 0.1 0.1 0.1 0.000
H 1.2982 4.4821 3.7742 -0.1 -0.1 0.0 0.000
H -4.0560 1.4184 3.1351 0.0 0.0 -0.2 0.004
H 1.3117 2.1823 -5.6038 -0.3 0.1 -0.2 0.000
H 3.8270 -0.7445 0.6482 -0.4 0.0 -0.2 -0.002
H -4.9807 1.6390 1.6377 0.1 -0.1 0.1 0.000
H 1.7725 2.2349 2.8872 -0.4 0.0 0.1 0.007
H 1.6389 4.0898 -7.1822 -0.2 -0.1 0.0 0.000
H 1.9979 -0.8273 -2.4434 0.0 0.3 0.0 0.000
H 3.8155 2.1468 -0.9414 0.0 -0.3 0.1 0.000
H -1.9375 0.7972 4.6093 0.2 0.3 -0.3 0.001
H -0.1838 -3.1574 -0.5538 -0.4 0.0 0.2 0.005
H 2.0622 0.9536 -2.6066 0.0 -0.3 0.2 0.001
H -2.0138 2.9002 -0.4963 -0.3 -0.1 0.0 0.006
H 2.1127 0.6137 4.6756 0.0 -0.2 -0.2 0.001
H -2.3516 3.0235 5.5460 0.2 0.1 -0.2 0.000
H -0.7124 -4.7867 -1.9129 -0.2 -0.2 0.1 0.001
H -2.1137 -1.1149 3.4387 0.4 0.1 -0.1 0.000
H -0.7132 -6.2810 -0.9231 -0.1 0.1 -0.1 0.000
H -5.0273 0.0896 2.5136 -0.2 0.1 0.0 -0.003
H -3.0419 1.7569 -1.3892 0.2 -0.1 0.4 0.006
H -3.0105 -0.6857 1.5797 0.6 0.5 0.5 0.001
H -2.2971 1.0812 -7.6746 0.1 0.2 0.0 0.000
H -3.7376 2.6936 -0.0474 -0.1 0.3 -0.3 -0.007
H -0.8165 -1.2397 4.6731 0.0 -0.1 0.0 0.001
H -2.2188 -5.7361 -1.6883 0.1 0.2 0.0 0.000
H -2.8364 -4.2920 1.6078 0.1 -0.1 -0.2 0.000
H -0.8124 4.9196 5.0277 0.1 -0.1 0.0 0.000
H 1.4915 -2.5807 1.8408 0.1 0.2 0.2 -0.006
H 4.9072 -2.6490 4.4552 -0.2 0.1 0.0 0.000
H 3.3933 -0.0243 -3.2680 -0.1 -0.1 0.2 0.000
H -0.0265 4.5184 -8.9891 -0.1 -0.3 0.2 0.000
H -1.9813 2.9927 -9.2565 0.1 -0.1 0.2 0.000
```
Positions in Å, forces in eV/Å.

The energy comes out at -109604.6049 eV. As for the expectation value of S²: 6.0175. The gap between HOMO and LUMO (alpha / beta) is 0.165 / 0.199 hartree. The calculation puts the relative energy (zero: lowest compared OMol25 entry of this formula, charge and spin) at 0.0000 eV. Its multiplicity is 5. The charge is -1. The LUMO energy (alpha / beta) is 2.118 / 2.118 eV.

Below is a structure of composition C17H24N2SiSn at a distorted geometry, with properties calculated with ωB97M-V/def2-TZVPD.

Geometry as XYZ:
```
45
Properties=species:S:1:pos:R:3:forces:R:3:lowdin_charge:R:1
Sn 0.0506 -0.4132 0.3171 -0.3 -2.0 2.3 1.115
Si -3.0073 -0.8078 1.4361 1.7 0.4 -0.4 0.364
N -1.7920 0.4613 1.1209 -1.2 0.1 0.4 -0.184
N -0.0615 -2.2331 1.1940 0.1 -0.3 0.1 -0.367
C -4.6841 -0.1803 0.8906 -0.7 0.2 0.1 -0.190
C -0.1281 1.4154 -2.2120 0.0 -0.4 -0.3 -0.205
C 1.0473 0.6361 -2.1061 -0.5 -1.0 -0.8 -0.220
C -2.3273 4.4485 2.4380 -0.2 0.1 0.1 -0.167
C -1.1763 2.8267 1.0521 0.0 0.3 0.1 -0.056
C -3.1606 3.4318 2.9219 0.4 0.0 -0.4 -0.137
C -2.9976 2.1170 2.4888 -0.1 0.3 0.1 -0.087
C -1.9961 1.7731 1.5392 0.3 -1.1 -0.3 -0.347
C 0.6560 -0.7437 -1.9380 -0.4 1.1 -1.7 -0.307
C -1.3340 4.1358 1.4968 -0.3 -0.5 0.2 -0.121
C -2.7132 -2.3893 0.4861 -0.2 -0.4 0.0 -0.250
C -0.8006 -0.7788 -1.9471 0.4 0.7 -1.4 -0.288
C 3.0723 -0.9201 0.8640 -0.9 0.8 -0.3 -0.098
C -1.2601 0.5680 -2.1252 0.6 -0.7 -0.3 -0.195
C 1.9650 1.4272 1.1254 1.9 2.8 0.9 -0.270
C -2.8851 -1.2312 3.2520 -0.4 -0.2 0.5 -0.189
C 2.2000 0.1043 0.9240 0.8 -1.6 0.1 -0.480
H 2.0765 0.9805 -2.1938 -0.3 0.0 0.3 0.082
H -0.6813 4.9197 1.1133 -0.1 -0.2 0.1 0.086
H -4.9975 0.7345 1.4052 0.0 -0.1 -0.1 0.004
H -0.1579 2.4916 -2.3961 0.0 -0.3 0.3 0.079
H -2.8438 -2.2922 -0.5960 -0.2 0.0 0.1 0.000
H -3.4347 -3.1265 0.8664 -0.2 0.1 -0.1 0.013
H -1.3912 -1.6908 -2.0127 0.2 0.3 0.3 0.074
H -5.4528 -0.9464 1.0686 0.1 0.1 -0.1 0.017
H -2.3028 0.8638 -2.2435 0.3 0.0 0.3 0.082
H -2.4523 5.4709 2.7978 0.0 -0.2 -0.1 0.068
H 1.5799 1.8165 2.0740 -0.2 -0.3 -0.4 0.014
H -4.6672 0.0376 -0.1862 0.1 -0.1 0.2 0.026
H 2.7378 -1.9323 0.6268 0.0 0.3 0.0 0.014
H -1.8763 -1.6070 3.4712 -0.2 0.0 -0.3 0.021
H -3.6141 -2.0188 3.4887 0.1 0.0 0.2 0.013
H -0.4001 2.5845 0.3262 -0.2 0.0 0.2 0.071
H 4.1418 -0.7923 1.0461 0.0 0.2 0.1 0.017
H 2.2182 2.1736 0.3668 0.0 -0.2 0.1 -0.001
H 0.8640 -2.6210 1.4138 0.0 0.5 -0.1 -0.188
H -1.6841 -2.8018 0.6970 -0.4 0.5 -0.1 -0.046
H 1.3025 -1.6207 -1.9829 -0.2 0.4 0.3 0.090
H -3.6456 1.3414 2.9103 0.4 0.4 -0.2 0.060
H -3.9413 3.6604 3.6488 0.2 0.0 -0.1 0.081
H -3.0775 -0.3763 3.9103 0.0 -0.1 0.0 0.005
```
Positions in Å, forces in eV/Å.

The energy comes out at -34701.4218 eV. The gap between HOMO and LUMO (alpha / beta) is 0.140 / 0.119 hartree. The charge is -2. The LUMO energy (alpha / beta) is 5.313 / 5.328 eV.

Below is a cluster of 2 separate species, CH3Br2ClOSi in total at a distorted geometry, with properties calculated with ωB97M-V/def2-TZVPD.

Geometry as XYZ:
```
9
Properties=species:S:1:pos:R:3:forces:R:3:lowdin_charge:R:1
Br 2.0058 -1.2042 -1.6264 0.2 -0.5 -0.5 0.328
Br 0.0238 4.0568 -0.3299 0.0 -0.1 0.0 -0.007
Cl 2.4142 -1.2626 1.9547 0.6 -0.9 1.0 0.334
Si 1.4739 -0.5101 0.3845 0.1 2.0 -0.8 -0.355
O -0.0971 -0.5785 0.6248 -0.7 -0.5 0.6 -0.401
C -1.2338 -0.1955 -0.1175 -0.1 0.0 -0.1 -0.135
H -2.0307 -0.8982 0.1295 0.0 0.1 -0.1 0.091
H -1.5262 0.8162 0.1675 0.0 0.0 0.0 0.075
H -1.0301 -0.2239 -1.1873 0.0 0.0 -0.1 0.070
```
Positions in Å, forces in eV/Å.

The energy comes out at -163618.8879 eV. The gap between HOMO and LUMO (alpha / beta) is 0.378 / 0.134 hartree. The calculation puts the relative energy (zero: lowest compared OMol25 entry of this formula, charge and spin) at 4.3871 eV. The charge is 0. The LUMO energy (alpha / beta) is -0.807 / -3.810 eV.

Below is a structure of composition C31H25BrN6O3Tl, with properties calculated with ωB97M-V/def2-TZVPD.

Geometry as XYZ:
```
67
Properties=species:S:1:pos:R:3:forces:R:3:lowdin_charge:R:1
Tl 1.6370 -0.5898 -1.8672 0.0 -0.1 -0.4 0.999
Br -6.3726 -3.5869 1.1364 0.0 0.0 0.0 0.758
O -0.4946 -2.0524 -1.9649 -0.2 0.1 0.2 -0.126
O -0.3523 -0.5937 -0.2932 -0.2 -0.1 0.2 -0.174
O 1.7831 1.3073 0.2889 0.3 0.1 0.2 0.044
N 4.7188 -1.8995 -0.1277 0.0 -0.1 -0.1 0.093
N 2.5340 -2.8165 -0.5713 0.1 0.0 0.1 0.055
N 4.3416 -0.8757 -0.6987 0.1 0.4 0.0 0.022
N -3.6114 1.3870 -0.3666 0.0 0.0 0.0 0.163
N -4.3599 0.7650 -2.5346 -0.1 0.1 0.1 0.113
N -0.2140 1.9116 1.2153 -0.1 0.2 0.2 0.066
C -1.2591 0.5655 2.8351 0.1 0.0 0.0 -0.003
C -4.4847 3.3216 0.8102 0.0 -0.1 -0.2 -0.007
C -2.5598 -2.0019 0.9267 -0.1 0.0 0.0 -0.018
C -0.1897 0.8267 2.0104 -0.1 0.0 -0.1 0.007
C -4.5038 -2.8417 -0.8705 0.1 0.0 -0.1 -0.100
C 6.2553 0.3246 0.3514 0.0 -0.1 0.1 -0.019
C 1.1093 3.5373 -0.2312 -0.1 0.0 0.0 0.039
C -0.9596 -1.5063 -0.9401 0.2 0.1 -0.1 -0.675
C -3.7697 -2.4897 1.4043 0.1 0.1 0.0 -0.114
C 5.6695 2.4971 -1.2898 0.0 0.0 0.0 -0.076
C -2.3598 1.3973 2.8056 -0.1 0.1 0.0 0.056
C -5.2934 2.6633 -1.4476 -0.1 0.1 0.0 0.002
C -1.2997 2.7166 1.1515 0.2 -0.1 -0.2 0.040
C -4.4547 2.4245 -0.3703 0.0 0.0 0.1 -0.262
C -2.3051 -1.9506 -0.4370 0.2 -0.6 0.2 -0.183
C -3.2802 -2.3781 -1.3320 -0.1 -0.6 0.1 -0.042
C 3.5232 -5.3504 0.0277 0.0 0.0 0.0 -0.042
C 6.7173 2.5683 -0.3843 0.0 0.0 0.0 -0.074
C -4.7293 -2.9048 0.4967 -0.1 0.0 0.0 -0.688
C -2.4086 2.4715 1.9129 -0.2 0.0 0.2 -0.179
C 7.0111 1.4802 0.4320 0.0 0.0 0.0 -0.068
C -3.6060 3.3450 1.8064 0.1 -0.1 0.1 -0.031
C 2.1889 -5.1700 -0.2817 0.0 0.0 0.0 -0.035
C 0.9974 2.1897 0.4021 -0.2 -0.2 -0.2 -0.373
C 5.1983 0.2613 -0.5518 0.0 -0.1 0.0 -0.254
C 1.7395 -3.8880 -0.5685 0.0 0.0 -0.1 -0.106
C 3.8163 -3.0032 -0.2530 -0.1 -0.1 0.2 -0.309
C 4.9076 1.3412 -1.3726 -0.1 0.0 -0.1 -0.048
C -3.6202 0.6042 -1.4402 0.1 0.3 -0.1 -0.161
C -5.1922 1.8022 -2.5279 0.0 -0.1 0.0 -0.104
C 4.3514 -4.2394 0.0561 0.1 -0.1 0.0 -0.001
H -3.7622 4.0271 2.6364 0.0 0.0 0.0 0.123
H 4.0952 1.2501 -2.0838 0.0 0.0 0.0 0.070
H 7.8386 1.5347 1.1269 0.0 0.0 0.0 0.109
H -1.2242 -0.2985 3.4818 0.0 0.0 0.1 0.129
H 0.4181 3.6134 -1.0746 0.0 0.0 0.0 0.112
H -5.2697 -3.1646 -1.5621 0.0 0.0 0.0 0.108
H -5.7942 1.9459 -3.4180 0.0 0.0 0.0 0.116
H -1.2761 3.5218 0.4335 0.1 0.0 0.1 0.146
H 0.7031 -3.7134 -0.8264 0.0 0.0 0.0 0.100
H -2.9567 -0.2531 -1.4192 -0.3 0.8 -0.1 0.073
H 1.4951 -5.9991 -0.3061 0.0 0.0 0.0 0.114
H -5.9918 3.4896 -1.4420 0.0 0.0 0.0 0.116
H -3.0710 -2.3514 -2.3942 0.0 0.0 0.0 0.134
H -1.7970 -1.6717 1.6218 0.0 -0.1 -0.1 0.095
H 5.4578 3.3372 -1.9388 0.0 0.0 0.0 0.106
H 2.1241 3.6287 -0.6046 0.0 0.0 0.0 0.100
H -3.9633 -2.5512 2.4669 0.0 0.0 0.0 0.100
H 3.9118 -6.3332 0.2604 0.0 0.0 0.0 0.117
H 6.4610 -0.5292 0.9824 0.0 0.0 0.0 0.107
H 7.3113 3.4710 -0.3145 0.0 0.0 0.0 0.108
H 0.6978 0.2203 1.9547 0.1 0.0 0.0 0.147
H 0.8970 4.3449 0.4689 0.0 0.0 0.0 0.104
H -3.2062 1.2058 3.4545 0.0 0.0 -0.1 0.142
H 5.4018 -4.3079 0.3034 0.0 0.0 0.0 0.117
H -5.3194 4.0128 0.8457 0.0 0.0 0.0 0.118
```
Positions in Å, forces in eV/Å.

The energy comes out at -122365.6951 eV. The gap between HOMO and LUMO is 0.245 hartree. The calculation puts the relative energy (zero: lowest compared OMol25 entry of this formula, charge and spin) at 0.0000 eV. The charge is +1. The LUMO energy is -4.101 eV.